{"formula": "C49H60BBr2Cl2N8ORuTe", "method": "ωB97M-V with the def2-TZVPD basis set", "species": ["Ru", "C", "C", "C", "C", "C", "C", "C", "C", "C", "N", "N", "B", "N", "N", "C", "C", "C", "C", "C", "C", "C", "C", "C", "N", "N", "C", "C", "C", "C", "C", "C", "C", "C", "C", "H", "H", "H", "H", "H", "H", "H", "H", "H", "H", "H", "H", "H", "H", "H", "H", "H", "H", "H", "H", "H", "H", "H", "H", "H", "H", "H", "H", "H", "H", "H", "H", "H", "H", "H", "H", "H", "H", "H", "H", "H", "H", "H", "H", "H", "H", "C", "C", "C", "C", "C", "C", "Br", "C", "C", "Br", "C", "O", "C", "N", "H", "H", "H", "H", "H", "H", "Te", "C", "C", "C", "C", "C", "C", "H", "H", "H", "H", "H", "Cl", "C", "C", "C", "C", "C", "Cl", "C", "N", "H", "H", "H"], "positions_angstrom": [[0.1152, 0.4181, 1.0066], [-2.2367, 3.5776, 2.1115], [-1.0642, 4.3175, 1.4713], [-1.3516, 4.6962, 0.0084], [0.3042, 3.6781, 1.5423], [1.4114, 4.2918, 2.1413], [2.5228, 3.5731, 1.7416], [3.9422, 3.8785, 2.1544], [4.7740, 4.6049, 1.0936], [4.6657, 2.6534, 2.7092], [2.0787, 2.5993, 0.9232], [0.7208, 2.6118, 0.8560], [2.7816, 1.7769, -0.1863], [3.0969, 0.3542, 0.2917], [2.1510, -0.3717, 0.9519], [2.6731, -1.5636, 1.2176], [3.9628, -1.6246, 0.6594], [4.1930, -0.4032, 0.0730], [5.3665, -0.0809, -0.8182], [4.9105, 0.0931, -2.2754], [6.2868, 1.0561, -0.3710], [2.1307, -2.7052, 2.0502], [0.8626, -2.4759, 2.8741], [1.9843, -3.9571, 1.1812], [1.8666, 1.7271, -1.4524], [1.0512, 0.6471, -1.6276], [0.5732, 0.7366, -2.8618], [1.0646, 1.8857, -3.4996], [1.9001, 2.4776, -2.5835], [2.5746, 3.8113, -2.7769], [4.0799, 3.7307, -3.0509], [2.2292, 4.7949, -1.6591], [-0.2719, -0.3285, -3.4897], [0.6177, -1.1428, -4.4368], [-1.4618, 0.2535, -4.2527], [-3.1811, 3.9345, 1.6959], [-2.2458, 3.7520, 3.1823], [-2.1777, 2.5030, 1.9527], [-0.9346, 5.2532, 2.0255], [-0.6602, 5.4724, -0.3316], [-2.3734, 5.0712, -0.0941], [-1.2413, 3.8244, -0.6398], [1.4035, 5.1634, 2.7793], [3.8196, 4.5881, 2.9775], [4.9310, 3.9863, 0.2144], [5.7546, 4.8615, 1.5056], [4.2839, 5.5262, 0.7720], [4.6892, 1.8435, 1.9783], [4.1561, 2.2697, 3.5915], [5.6953, 2.9072, 2.9793], [3.8037, 2.3261, -0.4829], [4.6407, -2.4644, 0.6736], [5.9681, -0.9928, -0.7698], [4.1162, 0.8356, -2.3543], [4.5138, -0.8454, -2.6665], [5.7423, 0.4123, -2.9105], [5.8010, 2.0279, -0.4296], [7.1688, 1.0808, -1.0176], [6.6224, 0.9092, 0.6580], [2.9405, -2.8952, 2.7607], [0.0027, -2.9540, 2.4077], [0.6149, -1.4278, 3.0007], [0.9884, -2.8985, 3.8744], [1.2494, -3.7756, 0.4047], [1.6427, -4.7998, 1.7906], [2.9262, -4.2393, 0.7037], [0.8446, 2.2420, -4.4949], [2.1208, 4.1995, -3.6935], [4.6305, 3.3707, -2.1834], [4.4666, 4.7209, -3.3110], [4.2878, 3.0511, -3.8806], [2.6167, 4.4584, -0.7008], [1.1485, 4.8899, -1.5533], [2.6519, 5.7826, -1.8703], [-0.6376, -0.9803, -2.6945], [1.0261, -0.4889, -5.2149], [0.0488, -1.9427, -4.9175], [1.4491, -1.5919, -3.8931], [-1.1259, 0.7735, -5.1573], [-2.0161, 0.9575, -3.6334], [-2.1436, -0.5451, -4.5579], [-3.0183, -0.9708, 3.9311], [-3.0565, -1.9529, 2.8039], [-4.0904, -2.9006, 2.7214], [-4.1029, -3.7994, 1.6870], [-3.0756, -3.7645, 0.7227], [-2.9582, -4.6933, -0.3405], [-4.2787, -6.0443, -0.6151], [-1.8797, -4.6551, -1.1872], [-0.9145, -3.6732, -1.0406], [0.5623, -3.7648, -2.2293], [-0.9739, -2.6137, -0.0838], [-0.0988, -1.6849, -0.0479], [-2.0879, -2.7504, 0.8629], [-2.1006, -1.8810, 1.8961], [-2.7466, -1.4604, 4.8709], [-3.9867, -0.4890, 4.0742], [-2.2746, -0.2122, 3.7135], [-4.8655, -2.9099, 3.4799], [-4.8877, -4.5392, 1.5994], [-1.7773, -5.3871, -1.9761], [-2.0648, 0.8898, -0.6159], [-3.9003, 1.6548, 0.1089], [-4.5591, 1.1070, 1.2060], [-5.7815, 1.6065, 1.6356], [-6.3860, 2.6620, 0.9626], [-5.7503, 3.2067, -0.1445], [-4.5191, 2.7110, -0.5625], [-4.1040, 0.2866, 1.7293], [-6.2689, 1.1619, 2.4970], [-7.3418, 3.0510, 1.2950], [-6.2058, 4.0339, -0.6789], [-4.0196, 3.1552, -1.4164], [-1.4439, 2.3059, 5.1501], [-0.2111, 1.0888, 5.3972], [-0.0461, 0.6532, 6.6934], [1.0269, -0.1499, 7.0595], [1.9780, -0.3876, 6.0752], [1.8077, 0.0420, 4.7768], [3.1882, -0.1271, 3.7204], [0.5956, 0.6500, 4.2737], [0.2747, 0.8521, 3.0202], [-0.7643, 0.9896, 7.4318], [1.1495, -0.5129, 8.0705], [2.9071, -0.8905, 6.3160]], "forces_ev_per_a": [[1.7, 0.4, -0.2], [0.1, -0.1, 0.1], [0.0, 0.0, -0.1], [0.1, 0.0, 0.0], [0.1, 0.2, 0.2], [-0.1, 0.1, 0.0], [-0.1, 0.2, -0.2], [0.0, 0.0, -0.1], [0.0, 0.0, 0.0], [0.0, 0.0, 0.0], [0.2, -0.2, 0.3], [-0.2, -0.4, 0.3], [-0.1, 0.1, -0.2], [-0.2, -0.1, -0.2], [-0.3, 0.2, 0.3], [0.0, -0.1, -0.2], [0.0, 0.0, 0.0], [-0.1, -0.1, 0.0], [0.0, 0.0, -0.1], [0.0, 0.0, 0.1], [0.0, 0.0, 0.1], [0.0, 0.0, -0.1], [0.0, 0.0, 0.0], [0.1, -0.1, 0.1], [0.4, -0.2, -0.2], [0.0, 0.3, 0.0], [-0.1, -0.1, 0.0], [0.0, -0.2, -0.1], [-0.1, 0.2, 0.4], [0.0, 0.0, 0.0], [0.0, 0.0, 0.0], [0.1, 0.0, 0.0], [0.1, -0.1, 0.0], [0.0, 0.0, -0.1], [0.0, 0.0, -0.1], [0.0, 0.0, 0.0], [0.0, 0.0, 0.1], [0.0, 0.0, 0.0], [-0.1, 0.0, 0.0], [0.0, 0.0, 0.0], [0.0, 0.0, 0.0], [-0.1, 0.0, 0.0], [0.0, 0.0, 0.0], [0.0, 0.0, 0.1], [0.0, -0.1, -0.1], [0.0, 0.0, 0.0], [0.0, 0.0, 0.0], [0.0, 0.0, 0.0], [0.0, 0.1, -0.1], [0.0, 0.0, 0.0], [0.0, 0.0, 0.1], [0.0, 0.0, 0.0], [0.1, 0.0, 0.0], [0.0, 0.0, 0.0], [0.0, 0.0, 0.0], [0.0, 0.0, 0.0], [0.0, 0.0, 0.0], [0.0, 0.0, 0.0], [0.0, 0.0, 0.0], [0.1, 0.0, 0.0], [0.1, 0.0, 0.0], [0.0, 0.0, -0.1], [0.0, -0.1, 0.0], [0.0, 0.0, 0.0], [0.0, 0.0, 0.0], [0.0, 0.0, 0.0], [0.0, 0.0, 0.0], [0.0, 0.0, 0.0], [0.0, 0.0, 0.1], [0.0, 0.0, 0.0], [0.0, 0.0, 0.0], [0.0, 0.0, 0.0], [0.0, 0.0, 0.0], [0.0, 0.0, 0.0], [0.0, 0.0, 0.1], [0.0, 0.0, 0.0], [0.0, 0.0, 0.0], [0.0, 0.0, 0.0], [0.0, 0.0, 0.0], [0.0, 0.0, 0.0], [0.0, 0.0, 0.0], [0.1, 0.0, 0.1], [0.5, 0.2, -0.4], [-0.2, -0.4, -0.3], [0.0, 0.3, 0.3], [0.1, -0.1, -0.2], [0.2, 0.1, -0.1], [0.0, 0.0, 0.0], [-0.5, -0.2, 0.3], [0.2, 0.7, 0.4], [0.0, 0.1, 0.0], [0.4, -0.1, -0.5], [-0.7, -0.4, 0.7], [0.1, 0.1, 0.0], [-0.5, 0.0, 0.2], [0.0, 0.0, 0.0], [-0.1, 0.0, 0.0], [0.1, 0.2, 0.0], [0.0, 0.0, 0.0], [0.0, 0.0, 0.0], [0.0, 0.0, 0.0], [-0.4, 0.1, 0.1], [0.0, 0.0, -0.1], [-0.2, 0.2, 0.0], [0.0, 0.0, 0.0], [0.0, 0.0, 0.0], [0.1, 0.0, 0.0], [-0.1, 0.0, 0.0], [0.1, -0.2, 0.1], [0.0, 0.0, 0.0], [0.0, 0.0, 0.0], [0.0, 0.0, 0.0], [0.0, 0.0, 0.0], [-0.1, -0.2, -0.2], [0.0, 0.0, 0.1], [0.0, 0.1, 0.0], [0.0, 0.0, -0.1], [0.1, 0.0, 0.0], [0.1, -0.1, 0.2], [-0.1, -0.1, 0.3], [-0.1, 0.0, -0.5], [-0.6, -0.2, -0.6], [0.0, 0.0, 0.0], [0.0, 0.0, 0.0], [0.0, 0.0, 0.0]], "lowdin_spin": [0.27, 0.00, 0.00, 0.00, 0.00, 0.00, 0.00, 0.00, 0.00, 0.00, 0.00, -0.01, 0.00, 0.00, 0.01, 0.00, 0.00, 0.00, 0.00, 0.00, 0.00, 0.00, 0.00, 0.00, 0.00, 0.01, 0.00, 0.00, 0.00, 0.00, 0.00, 0.00, 0.00, 0.00, 0.00, 0.00, 0.00, 0.00, 0.00, 0.00, 0.00, 0.00, 0.00, 0.00, 0.00, 0.00, 0.00, 0.00, 0.00, 0.00, 0.00, 0.00, 0.00, 0.00, 0.00, 0.00, 0.00, 0.00, 0.00, 0.00, 0.00, 0.00, 0.00, 0.00, 0.00, 0.00, 0.00, 0.00, 0.00, 0.00, 0.00, 0.00, 0.00, 0.00, 0.00, 0.00, 0.00, 0.00, 0.00, 0.00, 0.00, 0.00, 0.00, 0.00, 0.00, 0.00, 0.00, 0.00, 0.00, 0.00, 0.00, 0.00, 0.00, 0.00, 0.00, 0.00, 0.00, 0.00, 0.00, 0.00, 0.00, 0.01, 0.00, 0.00, 0.00, 0.00, 0.00, 0.00, 0.00, 0.00, 0.00, 0.00, 0.00, 0.00, 0.02, 0.00, -0.01, 0.00, 0.02, 0.00, 0.09, 0.58, 0.00, 0.00, 0.00], "multiplicity": 2, "e_homo_ev": [-1.560, -1.376], "total_charge": -2, "s_squared": 0.818, "gap_ev": [5.43, 5.25], "fmax_ev_per_a": 1.76}